# 1
Computed, not measured: 5 unconnected molecules or ions with the total composition C4H20N8O5Si in a non-equilibrium geometry, with ωB97M-V/def2-TZVPD.

XYZ file:
```
38
Properties=species:S:1:pos:R:3
N 0.12079 -1.16843 -1.27715
C 1.10397 -0.26631 -1.10639
N 1.83326 -0.01910 -2.20941
O 1.31717 0.28334 -0.03725
H -0.07009 -1.63152 -2.14963
H -0.45195 -1.38354 -0.47152
H 2.58362 0.65400 -2.12409
H 1.67292 -0.46166 -3.09855
N -3.87523 -3.37482 -0.99056
C -2.60661 -3.54693 -0.57752
N -2.12465 -4.79011 -0.75602
O -1.94634 -2.64802 -0.08091
H -4.43480 -4.10276 -1.40175
H -4.27651 -2.45352 -0.87421
H -1.17321 -4.96230 -0.45855
H -2.65297 -5.54333 -1.16305
N 4.02297 2.26975 4.00130
C 3.67968 2.35613 2.70348
N 2.73311 1.48212 2.31651
O 4.18607 3.16212 1.93892
H 3.61731 1.61274 4.64618
H 4.73235 2.90980 4.33366
H 2.44575 1.51372 1.34708
H 2.30439 0.81105 2.93134
N -2.01043 3.36284 -2.74829
C -1.18770 2.35755 -2.39882
N 0.06511 2.46929 -2.87592
O -1.54865 1.41992 -1.70515
H -1.73157 4.14324 -3.31865
H -2.96273 3.31738 -2.41004
H 0.71657 1.73343 -2.63612
H 0.38103 3.23377 -3.44855
O 0.45828 -0.86422 3.17789
Si -1.18794 -0.43080 2.68370
H 1.04727 -0.37619 2.52270
H -1.33776 1.00104 2.90866
H -2.08629 -1.24470 3.51562
H -1.35618 -0.82493 1.29104
```

Total energy (Ha): -1268.3187
Multiplicity: 1
Strongest force on any atom (hartree/bohr): 0.0510
HOMO (eV): -9.184
SMILES: NC(N)=O.NC(N)=O.NC(N)=O.NC(N)=O.O[SiH3]
E_LUMO (eV): 0.479


# 2
Computed, not measured: a molecular structure, C4H20NO6 in a non-equilibrium geometry, with ωB97M-V/def2-TZVPD.

XYZ file:
```
31
Properties=species:S:1:pos:R:3
C 2.07751 -0.82142 -1.64625
N 0.89265 -0.48199 -0.83155
C -0.11095 0.37550 -2.94938
C -0.15388 0.37990 -1.43130
C -0.12328 1.81254 -0.80414
O -0.52926 1.74353 0.51786
H 2.02533 -1.89825 -1.82404
H 2.09444 -0.33601 -2.61422
H 2.97801 -0.54984 -1.10577
H 1.18263 -0.02211 0.02658
H -1.02228 0.84435 -3.33596
H -0.05374 -0.61919 -3.39326
H 0.71309 0.99052 -3.32237
H -1.17035 0.08594 -1.12079
H -0.75422 2.50675 -1.36125
H 0.92273 2.18299 -0.83600
H -0.57368 -1.01473 3.10504
H 0.83026 -0.54599 2.79306
O 0.34482 -1.18686 3.36227
H 0.15019 -1.68686 0.12961
H 0.42044 -2.73133 1.21006
O -0.31736 -2.38608 0.69219
H -1.00416 -1.70539 2.14111
H -1.81489 -0.47166 2.72501
O -1.46275 -1.34515 2.93834
H 0.33879 1.26292 1.18036
H 1.16520 1.22756 2.63839
O 1.30692 0.82385 1.77762
H -3.11993 0.56597 0.06987
H -2.12837 1.62701 0.65592
O -3.10390 1.37351 0.61300
```

Total energy (Ha): -670.4806
Multiplicity: 1
Strongest force on any atom (hartree/bohr): 0.3159
Relative energy (zero: lowest compared OMol25 entry of this formula, charge and spin) (kcal/mol): 104.0
Total charge: -1
HOMO (eV): -4.918
E_LUMO (eV): 3.276


# 3
Computed, not measured: 5 unconnected molecules or ions with the total composition C4H20NO6 in a non-equilibrium geometry, with ωB97M-V/def2-TZVPD.

XYZ file:
```
31
Properties=species:S:1:pos:R:3
C -2.16908 1.61888 -0.01030
O -1.96712 2.88698 0.59126
C -0.79842 0.97539 -0.03815
C -0.67199 -0.50563 -0.34627
C 0.55935 -1.12657 0.31313
O 1.53139 -0.07618 0.47363
N 0.07826 1.78440 -0.94108
H -2.47650 1.87559 -1.02849
H -2.95419 0.99229 0.40095
H -2.75148 3.23939 1.02110
H -0.56524 1.06621 1.01986
H -0.67590 -0.65060 -1.42754
H -1.57068 -1.02079 -0.02976
H 0.96339 -1.94930 -0.26722
H 0.29017 -1.49061 1.30025
H 2.38810 -0.47167 0.65952
H 0.04363 2.71546 -0.51189
H 1.05202 1.50312 -0.74644
H -0.29627 1.73716 -1.87893
H -1.13747 -1.71079 3.42941
H -0.64627 -3.14819 3.37797
O -0.48929 -2.30792 3.82357
H 3.11064 3.47911 -0.67389
H 3.48880 2.13847 -0.08155
O 2.79260 2.80537 -0.05440
H 0.87873 -0.50306 -4.38333
H -0.48243 -0.98024 -4.12314
O 0.16695 -0.37313 -3.74157
H 0.50215 -4.12736 2.03851
H 1.33487 -4.32089 0.75293
O 0.47129 -4.05490 1.08186
```

Total energy (Ha): -670.3465
Multiplicity: 1
Strongest force on any atom (hartree/bohr): 0.0531
Relative energy (zero: lowest compared OMol25 entry of this formula, charge and spin) (kcal/mol): 24.3
Total charge: +1
HOMO (eV): -13.872
E_LUMO (eV): -2.590


# 4
Computed, not measured: a molecular structure, C4H20NO6V in a non-equilibrium geometry, with ωB97M-V/def2-TZVPD.

XYZ file:
```
32
Properties=species:S:1:pos:R:3
V -1.27911 -0.97183 0.20672
O -2.76373 -1.16147 -1.20737
H -3.47980 -1.80761 -1.05153
C -0.49578 1.03552 -2.24748
C 0.73969 0.57801 -1.57470
C 1.51640 1.59179 -0.52667
O 2.69786 0.98158 -0.18038
C 3.52542 1.82812 0.63478
N 0.46971 -0.74905 -1.08201
H -1.01787 0.23038 -2.76446
H -0.44871 1.82522 -2.99732
H -1.27754 1.27095 -1.52532
H 1.41960 0.44708 -2.41653
H 0.95854 1.80396 0.38541
H 1.86084 2.49498 -1.03036
H 3.84615 2.77959 0.21058
H 4.31775 1.18427 1.01656
H 3.02928 2.06324 1.57641
H 0.35498 -1.20831 -1.97421
H 1.36590 -1.05713 -0.73269
O 0.22896 -0.67310 1.77457
H 0.26116 -0.02139 2.47490
H 1.13345 -0.97299 1.68404
O -1.81021 1.18502 1.06402
H -1.82630 2.09366 0.76344
H -2.51484 1.13336 1.70981
O -2.78842 -1.57596 1.83174
H -2.92501 -2.35668 2.36846
H -3.66591 -1.21495 1.70556
O -0.60417 -3.21908 0.58711
H 0.13588 -3.51923 1.11481
H -0.96413 -4.01810 0.20213
```

Total energy (Ha): -1614.3943
Multiplicity: 4
Strongest force on any atom (hartree/bohr): 0.0644
Relative energy (zero: lowest compared OMol25 entry of this formula, charge and spin) (kcal/mol): 0.0
Total charge: +1
HOMO (alpha / beta) (eV): -10.350 / -11.785
E_LUMO (alpha / beta) (eV): -3.150 / -3.153


# 5
Computed, not measured: 6 unconnected molecules or ions with the total composition C4H20NO9 in a non-equilibrium geometry, with ωB97M-V/def2-TZVPD.

XYZ file:
```
34
Properties=species:S:1:pos:R:3
O 0.19079 0.30656 -0.62518
C 1.06513 0.67947 0.48299
O 2.42787 0.33392 0.13346
C 0.69380 -0.15079 1.73041
C -0.56012 0.32827 2.44467
C -0.26613 -0.00662 3.93627
O 0.25404 -1.02163 4.27630
N 0.21276 -1.52531 1.25016
H 2.78544 0.87237 -0.56211
H 1.55737 -0.13747 2.39069
H -0.76779 1.45693 2.29180
H -1.50262 -0.02761 2.13703
H -0.47361 0.81162 4.65362
H 0.92233 -1.87756 0.55716
H 0.01414 -2.25724 2.02914
H -0.67257 -1.51151 0.76369
H -3.12173 -2.21544 -2.70960
H -4.02766 -1.13910 -2.29692
O -3.54998 -1.83019 -1.91959
H -3.16864 -1.94069 0.76751
H -2.46251 -1.46838 -0.51212
O -2.40440 -1.46350 0.44128
H 1.35029 2.80167 0.07579
H 0.54730 1.35954 -4.58179
O 0.97097 2.05660 0.70730
H 0.89572 -0.17763 -3.99873
H 0.51003 0.61316 -1.60968
O 0.55513 0.73540 -3.72660
H -1.97323 0.38713 -3.82711
H -3.31123 0.54866 -3.19759
O -2.47069 0.08340 -3.12631
H 4.44468 0.93097 -1.88534
H 3.55579 1.82218 -3.08950
O 3.75290 1.63989 -2.12479
```

Total energy (Ha): -896.0389
Multiplicity: 1
Strongest force on any atom (hartree/bohr): 0.0967
Relative energy (zero: lowest compared OMol25 entry of this formula, charge and spin) (kcal/mol): 3.1
Total charge: +1
HOMO (eV): -13.114
E_LUMO (eV): -2.733


# 6
Computed, not measured: 6 unconnected molecules or ions with the total composition C4H21N2O7 in a non-equilibrium geometry, with ωB97M-V/def2-TZVPD.

XYZ file:
```
34
Properties=species:S:1:pos:R:3
C 1.96972 0.49425 0.37078
N 2.18474 1.94771 -0.11709
C 2.63343 2.22851 -1.45517
O 2.12765 1.68012 -2.58852
C 0.53482 0.33425 0.98690
N -0.61408 0.64750 0.09723
C -1.01860 -0.33055 -0.87723
O -1.92639 -1.18960 -0.42248
H 1.95733 -0.30860 -0.43574
H 2.73677 0.07458 1.00242
H 1.36862 2.41146 0.16359
H 2.47902 3.30742 -1.53990
H 3.74423 2.07701 -1.49675
H 1.78233 0.78642 -2.45647
H 0.54925 1.11432 1.82260
H 0.47545 -0.64761 1.54104
H -1.40124 1.16348 0.45515
H -0.21061 -0.87972 -1.23698
H -1.43675 0.07710 -1.78986
H 1.04822 -4.02032 0.89158
H 2.12751 -4.35582 1.91807
O 1.30622 -4.12686 1.80455
H -1.14999 -0.79230 1.73944
H -2.03110 -2.02428 1.44566
O -1.68428 -1.45402 2.15871
H -1.34187 -3.94036 -1.61618
H -1.32398 -2.51428 -1.14296
O -0.76060 -3.41182 -1.17450
H -0.27158 3.56933 0.99450
H 0.00478 4.92045 1.80117
O 0.32319 4.15356 1.25937
H -4.11699 0.15589 0.45649
H -3.26422 -0.54944 -0.60397
O -4.06528 0.07986 -0.52784
```

Total energy (Ha): -801.1391
Multiplicity: 1
Strongest force on any atom (hartree/bohr): 0.1462
Relative energy (zero: lowest compared OMol25 entry of this formula, charge and spin) (kcal/mol): 48.8
Total charge: -1
HOMO (eV): -4.599
E_LUMO (eV): 2.844


# 7
Computed, not measured: 6 unconnected molecules or ions with the total composition C4H21N2O7 in a non-equilibrium geometry, with ωB97M-V/def2-TZVPD.

XYZ file:
```
34
Properties=species:S:1:pos:R:3
O -1.19855 2.43878 1.23036
C -0.61568 1.42673 0.97721
O -0.70249 0.41760 1.90778
C -0.00718 1.10165 -0.34957
C -0.00995 -0.38539 -0.83429
C 0.80084 -1.28643 0.09052
N 0.12599 -1.87650 1.27574
N -0.56478 1.88619 -1.44499
H -1.10384 0.71383 2.72497
H 1.06336 1.32537 -0.28555
H 0.40014 -0.26857 -1.82908
H -1.03814 -0.71674 -0.96841
H 1.13200 -2.10214 -0.56684
H 1.82142 -0.94071 0.27251
H -0.68966 -2.44007 1.00184
H 0.79097 -2.34859 1.88020
H -0.37993 -1.06972 1.69284
H -0.29419 2.86371 -1.45384
H -1.55681 1.93173 -1.25508
H 2.41630 3.57514 1.06498
H 3.64922 2.65077 1.02585
O 2.68835 2.66159 0.98774
H -4.18843 -1.02924 -2.29572
H -3.04789 0.02732 -1.95929
O -3.24368 -0.88989 -2.17601
H 2.28844 0.03803 3.74617
H 1.27384 0.05774 2.59031
O 1.47624 -0.37033 3.42743
H -2.75040 -2.30805 -0.75745
H -2.83793 -3.45275 0.21712
O -2.55739 -2.53852 0.17313
H 2.24789 -0.33182 -3.81562
H 2.06907 1.02018 -3.19006
O 2.54282 0.21909 -3.10491
```

Total energy (Ha): -800.9793
Multiplicity: 1
Strongest force on any atom (hartree/bohr): 0.0649
Relative energy (zero: lowest compared OMol25 entry of this formula, charge and spin) (kcal/mol): 42.2
Total charge: +1
HOMO (eV): -13.445
E_LUMO (eV): -2.540


# 8
Computed, not measured: 6 unconnected molecules or ions with the total composition C4H21NO6 in a non-equilibrium geometry, with ωB97M-V/def2-TZVPD.

XYZ file:
```
32
Properties=species:S:1:pos:R:3
C 3.35307 0.17681 -0.73674
C 1.88385 -0.17601 -0.48885
C 1.62652 -0.91010 0.82472
N 1.59682 -2.40901 0.65635
C 0.39807 -0.33676 1.51129
O 0.53479 1.01311 1.91621
H 3.84814 0.11546 0.23787
H 3.64074 1.09317 -1.25264
H 3.92106 -0.52489 -1.37023
H 1.40233 -0.77541 -1.26177
H 1.44045 0.81585 -0.36108
H 2.42601 -0.91659 1.59683
H 1.94241 -2.58717 -0.27548
H 0.64307 -2.72589 0.81568
H 0.09924 -0.98024 2.34662
H -0.49239 -0.38715 0.88086
H 1.38612 1.10476 2.35601
O -1.52733 -1.50290 -1.40019
H -2.02974 -1.45584 -2.21558
H -1.86731 -0.81594 -0.82068
O -3.22124 0.53383 -1.98997
H -3.43092 1.01390 -1.15731
H -3.01190 1.27729 -2.56052
O -1.43878 -2.92491 0.86999
H -1.11398 -3.77243 0.55796
H -1.80783 -2.39942 0.14042
O -0.64357 3.51508 0.29202
H -0.27678 2.62807 0.14621
H -0.08259 3.87284 0.99671
O -3.39040 2.66126 -0.33524
H -3.22220 2.60881 0.61810
H -2.58574 3.17042 -0.53756
```

Total energy (Ha): -671.1570
Multiplicity: 1
Strongest force on any atom (hartree/bohr): 0.0381
Relative energy (zero: lowest compared OMol25 entry of this formula, charge and spin) (kcal/mol): 40.4
HOMO (eV): -8.947
SMILES: CC[C@H](N)CO.O.O.O.O.O
E_LUMO (eV): 0.342


Question: What is the total energy in the fourth record?
Answer: -1614.3943 Ha